*a*
Entry from the Open Molecules 2025 dataset: a gas-phase ion, C6H14N3 (charge +1) (ωB97M-V with the def2-TZVPD basis set).

Computed properties:
multiplicity = 3
gap between HOMO and LUMO (spin up / spin down) = 0.250 / 0.240 hartree
charge = +1
HOMO level (spin up / spin down) = -9.8 / -14.3 eV
LUMO level (spin up / spin down) = -3.01 / -7.77 eV

Positions of all 23 atoms, in Å:
C 0.39 1.01 0.37
C -1.13 0.53 -0.63
C 0.28 2.31 1.06
C -1.65 -1.84 -0.08
C 2.34 0.04 1.25
C -1.13 -0.86 -1.16
N -1.92 1.47 -0.67
N 1.20 0.02 0.48
N 0.24 -1.37 -1.41
H 1.30 2.77 0.63
H -0.58 2.92 0.81
H 0.43 2.38 2.11
H -2.24 -1.24 0.44
H -0.83 -2.26 0.45
H -2.29 -2.62 -0.36
H 3.17 0.32 0.52
H 2.68 -1.06 1.34
H 2.34 0.81 2.06
H -1.81 -0.91 -1.98
H -2.70 1.30 -1.29
H 0.78 -0.62 -2.01
H 0.22 -2.31 -1.75
H 0.89 -0.79 -0.18

Mulliken population analysis, charges in e, atoms 1 to 4: atom 1 (C): 0.60, atom 2 (C): 0.14, atom 3 (C): -1.20, atom 4 (C): -1.45

=====

*b*
Entry from the Open Molecules 2025 dataset: 2 unconnected molecules or ions with the total composition C6H14N3 (ωB97M-V with the def2-TZVPD basis set).

Computed properties:
multiplicity = 3
gap between HOMO and LUMO (spin up / spin down) = 0.244 / 0.298 hartree
charge = +1
HOMO level (spin up / spin down) = -9.3 / -14.3 eV
LUMO level (spin up / spin down) = -2.70 / -6.21 eV

Positions of all 23 atoms, in Å:
C -1.56 3.11 0.58
C -0.68 3.08 -0.23
C -2.13 -0.95 0.02
C 2.41 0.41 0.97
C 1.64 -0.57 -1.39
C 1.50 -0.60 0.14
N -0.92 -1.21 0.45
N -3.03 -1.90 -0.08
N 0.10 -0.27 0.43
H -2.30 2.90 1.36
H -0.64 -2.22 0.69
H 0.17 3.22 -0.86
H -2.35 0.02 -0.24
H 1.75 1.09 1.58
H 3.02 -0.07 1.68
H 3.09 1.02 0.31
H 0.86 -1.22 -1.82
H 2.66 -0.95 -1.70
H 1.48 0.50 -1.80
H 1.72 -1.64 0.52
H -3.86 -1.57 -0.59
H -2.73 -2.86 -0.05
H -0.21 0.70 0.04

Mulliken population analysis, charges in e, atoms 1 to 4: atom 1 (C): -0.13, atom 2 (C): -0.56, atom 3 (C): -0.21, atom 4 (C): -1.15

=====

*c*
Entry from the Open Molecules 2025 dataset: a molecular structure, C6H14N3 (ωB97M-V with the def2-TZVPD basis set).

Computed properties:
multiplicity = 3
gap between HOMO and LUMO (spin up / spin down) = 0.282 / 0.258 hartree
charge = +1
HOMO level (spin up / spin down) = -10.3 / -14.4 eV
LUMO level (spin up / spin down) = -2.58 / -7.42 eV

Positions of all 23 atoms, in Å:
C -1.30 -1.43 -0.37
C -1.38 -1.11 1.07
C 0.80 -0.32 -0.43
C 0.22 0.85 0.30
C 2.23 -0.51 -0.80
C -0.47 1.83 -0.67
N -0.01 -1.16 -0.96
N -1.26 0.33 1.30
N 1.20 1.52 1.18
H -1.53 -2.46 -0.43
H -2.20 -0.91 -0.87
H -2.26 -1.42 1.43
H -0.56 -1.53 1.64
H 2.67 0.31 -1.48
H 2.40 -1.45 -1.38
H 2.88 -0.53 0.07
H 0.24 2.45 -1.08
H -1.22 2.48 -0.06
H -1.07 1.38 -1.39
H 0.40 -1.98 -1.54
H -2.01 0.73 0.88
H 1.71 0.91 1.74
H 0.53 2.02 1.85

Mulliken population analysis, charges in e, atoms 1 to 4: atom 1 (C): -0.78, atom 2 (C): -0.65, atom 3 (C): -0.02, atom 4 (C): 1.31

=====

Most stable: *c* (next structure +161.6 kJ/mol)

=====

*a*
Entry from the Open Molecules 2025 dataset: a molecular structure, CH4ClN2O (ωB97M-V with the def2-TZVPD basis set).

Computed properties:
gap between HOMO and LUMO = 0.421 hartree
charge = +1
HOMO level = -15.9 eV
LUMO level = -4.43 eV

Positions of all 9 atoms, in Å:
C 0.97 -1.48 -0.74
N -0.72 1.10 0.08
N 0.53 -0.99 0.37
O 1.23 -1.78 -1.81
Cl -0.42 2.19 1.41
H -1.78 0.81 -0.05
H -0.55 1.74 -0.73
H -0.08 0.01 0.33
H 0.81 -1.61 1.16

Mulliken population analysis, charges in e, atoms 1 to 4: atom 1 (C): 0.65, atom 2 (N): -0.65, atom 3 (N): -0.42, atom 4 (O): -0.16

=====

*b*
Entry from the Open Molecules 2025 dataset: 2 unconnected molecules or ions with the total composition CH4ClN2O (ωB97M-V with the def2-TZVPD basis set).

Computed properties:
gap between HOMO and LUMO (spin up / spin down) = 0.171 / 0.136 hartree
charge = +1
HOMO level (spin up / spin down) = -12.4 / -12.0 eV
LUMO level (spin up / spin down) = -7.71 / -8.33 eV

Positions of all 9 atoms, in Å:
C 1.14 0.50 0.32
N 1.81 1.56 0.47
N -1.63 -1.19 -0.70
O -2.65 -1.28 0.03
Cl 1.54 -0.82 -0.65
H 1.65 2.27 1.16
H 2.73 1.71 0.11
H -1.98 -0.68 -1.52
H -2.60 -2.07 0.79

Mulliken population analysis, charges in e, atoms 1 to 4: atom 1 (C): 0.04, atom 2 (N): -0.24, atom 3 (N): 0.16, atom 4 (O): -0.19

=====

Most stable: *a* (next structure +511.9 kJ/mol)

=====

*a*
Entry from the Open Molecules 2025 dataset: a gas-phase ion, C6H10NO2S (charge +1) (ωB97M-V with the def2-TZVPD basis set).

Computed properties:
SMILES = OC1(O)C[C@@H]2SCC=C[N@@H+]21
gap between HOMO and LUMO = 0.376 hartree
charge = +1
HOMO level = -13.3 eV
LUMO level = -3.07 eV

Positions of all 20 atoms, in Å:
O 1.78 -0.90 0.95
C 1.53 0.39 0.71
O 2.56 1.18 0.43
C 0.49 1.08 1.57
C -0.70 0.92 0.57
S -1.53 -0.71 1.00
C -2.22 -1.00 -0.61
C -1.04 -1.20 -1.56
C 0.04 -0.45 -1.49
N 0.33 0.58 -0.54
H 1.08 -1.53 1.17
H 3.23 0.48 0.25
H 0.71 2.14 1.97
H 0.32 0.44 2.38
H -1.22 1.82 0.30
H -2.89 -0.10 -0.74
H -2.60 -2.01 -0.61
H -1.06 -1.98 -2.34
H 0.83 -0.53 -2.32
H 0.38 1.38 -1.09

Mulliken population analysis, charges in e, atoms 1 to 4: atom 1 (O): -0.50, atom 2 (C): 0.59, atom 3 (O): -0.45, atom 4 (C): -0.91

=====

*b*
Entry from the Open Molecules 2025 dataset: a molecular structure, C6H10NO2S (ωB97M-V with the def2-TZVPD basis set).

Computed properties:
gap between HOMO and LUMO = 0.328 hartree
charge = +1
HOMO level = -13.5 eV
LUMO level = -4.57 eV

Positions of all 20 atoms, in Å:
C -0.74 0.78 0.93
C 1.25 -0.29 1.15
C -0.88 -1.24 -0.45
C -1.71 -0.38 0.46
C 1.35 0.55 -0.07
C 2.58 0.84 -0.89
N -2.84 0.14 -0.25
O 0.22 1.16 -0.26
O 0.17 0.25 1.85
S 0.73 -1.70 0.10
H -1.11 1.74 1.24
H 2.22 -0.55 1.73
H -1.43 -2.20 -0.61
H -0.94 -0.68 -1.42
H -2.07 -1.05 1.33
H 3.31 1.30 -0.23
H 2.52 1.19 -1.97
H 3.11 -0.14 -1.03
H -3.05 -0.75 -0.76
H -2.69 1.04 -0.85

Mulliken population analysis, charges in e, atoms 1 to 4: atom 1 (C): -0.18, atom 2 (C): 0.25, atom 3 (C): -0.85, atom 4 (C): 0.19

=====

Most stable: *a* (next structure +32.5 kJ/mol)

=====

*a*
Entry from the Open Molecules 2025 dataset: 2 unconnected molecules or ions with the total composition C4H9N (ωB97M-V with the def2-TZVPD basis set).

Computed properties:
SMILES = CN1C=C1.C
gap between HOMO and LUMO = 0.350 hartree
HOMO level = -8.3 eV
LUMO level = 1.17 eV

Positions of all 14 atoms, in Å:
C 2.10 -0.02 -0.45
N 0.79 -0.43 0.07
C 0.28 0.47 1.15
C 0.77 -0.65 1.55
H 2.72 0.50 0.29
H 2.63 -0.91 -0.79
H 1.94 0.64 -1.31
H -0.26 1.40 1.23
H 0.98 -1.44 2.24
C -2.39 0.09 -0.79
H -3.18 -0.04 -0.04
H -2.10 1.14 -0.84
H -2.77 -0.22 -1.77
H -1.51 -0.51 -0.54

Mulliken population analysis, charges in e, atoms 1 to 4: atom 1 (C): -0.86, atom 2 (N): -0.29, atom 3 (C): -0.41, atom 4 (C): -0.09

=====

*b*
Entry from the Open Molecules 2025 dataset: 2 unconnected molecules or ions with the total composition C4H9N (ωB97M-V with the def2-TZVPD basis set).

Computed properties:
SMILES = C=CN.C=C
gap between HOMO and LUMO = 0.395 hartree
HOMO level = -9.6 eV
LUMO level = 1.13 eV

Positions of all 14 atoms, in Å:
C 0.54 1.16 -1.30
C -0.75 1.40 -1.18
N -1.74 0.36 -1.30
H 0.85 0.13 -1.41
H 1.28 1.91 -1.09
H -1.17 2.40 -1.06
H -2.24 0.24 -0.43
H -2.43 0.63 -2.00
C 0.69 -1.29 1.01
C 1.19 -1.50 2.22
H 1.20 -1.53 0.10
H -0.33 -0.93 0.92
H 2.24 -1.71 2.36
H 0.68 -1.27 3.15

Mulliken population analysis, charges in e, atoms 1 to 4: atom 1 (C): -0.60, atom 2 (C): -0.09, atom 3 (N): -0.60, atom 4 (H): 0.27

=====

*c*
Entry from the Open Molecules 2025 dataset: a single C4H9N molecule (ωB97M-V with the def2-TZVPD basis set).

Computed properties:
SMILES = CC1(C)CN1
gap between HOMO and LUMO = 0.381 hartree
HOMO level = -9.3 eV
LUMO level = 1.05 eV

Positions of all 14 atoms, in Å:
C -0.49 1.18 0.98
C 0.08 0.04 0.10
C 0.72 -1.15 0.86
C 0.40 0.32 -1.27
N -0.87 -0.34 -0.87
H -0.66 2.08 0.29
H -1.45 0.77 1.52
H 0.34 1.41 1.69
H 0.16 -1.26 1.91
H 0.74 -2.03 0.13
H 1.87 -0.84 1.05
H 0.44 1.42 -1.59
H 1.26 -0.13 -1.75
H -0.84 -1.34 -1.16

Mulliken population analysis, charges in e, atoms 1 to 4: atom 1 (C): -1.14, atom 2 (C): 1.21, atom 3 (C): -1.08, atom 4 (C): -0.74

=====

*d*
Entry from the Open Molecules 2025 dataset: a molecular structure, C4H9N (ωB97M-V with the def2-TZVPD basis set).

Computed properties:
gap between HOMO and LUMO = 0.383 hartree
HOMO level = -9.2 eV
LUMO level = 1.19 eV

Positions of all 14 atoms, in Å:
C -1.36 0.67 -0.71
C 0.02 0.13 -0.73
C 0.00 -1.20 0.06
C 0.65 -0.34 1.14
H -1.80 0.82 0.27
H -2.02 0.08 -1.23
H -1.33 1.66 -1.25
H 0.21 0.05 -1.80
H -0.84 -1.88 0.36
H 0.77 -1.95 -0.34
H 1.56 -0.77 1.67
H -0.09 -0.21 1.86
H 0.70 1.60 0.57
N 1.00 0.72 0.19

Mulliken population analysis, charges in e, atoms 1 to 4: atom 1 (C): -1.51, atom 2 (C): 0.39, atom 3 (C): -0.60, atom 4 (C): -0.48

=====

Most stable: *d* (next structure +23.0 kJ/mol)

=====

*a*
Entry from the Open Molecules 2025 dataset: a molecular structure, C4H9N (ωB97M-V with the def2-TZVPD basis set).

Computed properties:
gap between HOMO and LUMO = 0.302 hartree
HOMO level = -7.4 eV
LUMO level = 0.82 eV

Positions of all 14 atoms, in Å:
C -1.40 1.16 -1.74
C -1.01 0.24 -0.61
C 0.07 0.47 0.37
N 0.38 -0.70 1.24
C 1.71 -1.27 0.98
H -2.36 0.86 -2.26
H -0.75 1.81 -2.36
H -1.40 1.43 -0.54
H -1.42 -0.71 -0.78
H -0.13 1.48 0.85
H 0.56 -0.35 2.23
H 2.42 -0.46 1.03
H 1.64 -2.22 1.62
H 1.69 -1.72 -0.04

Mulliken population analysis, charges in e, atoms 1 to 4: atom 1 (C): -0.81, atom 2 (C): -0.03, atom 3 (C): -0.48, atom 4 (N): -0.37

=====

*b*
Entry from the Open Molecules 2025 dataset: a molecular structure, C4H9N (ωB97M-V with the def2-TZVPD basis set).

Computed properties:
gap between HOMO and LUMO = 0.244 hartree
HOMO level = -6.5 eV
LUMO level = 0.14 eV

Positions of all 14 atoms, in Å:
N -0.84 -0.57 -0.32
C -0.64 0.67 0.35
C -1.35 0.52 1.66
C -1.43 -0.83 1.91
C -0.76 -1.51 0.73
H 6.02 1.56 -6.69
H -0.99 1.52 -0.25
H 0.40 0.88 0.68
H 6.12 2.11 -6.21
H -1.56 1.30 2.37
H -2.39 -0.23 1.30
H -1.66 -1.26 2.87
H -1.21 -2.46 0.47
H 0.28 -1.70 1.13

Mulliken population analysis, charges in e, atoms 1 to 4: atom 1 (N): -0.71, atom 2 (C): -0.48, atom 3 (C): -0.37, atom 4 (C): -0.33

=====

*c*
Entry from the Open Molecules 2025 dataset: a single C4H9N molecule (ωB97M-V with the def2-TZVPD basis set).

Computed properties:
SMILES = C1CCNC1
gap between HOMO and LUMO = 0.374 hartree
HOMO level = -9.0 eV
LUMO level = 1.17 eV

Positions of all 14 atoms, in Å:
C 0.24 1.15 0.34
C -0.78 0.62 -0.66
C -0.52 -0.93 -0.77
N 0.83 -1.08 -0.19
C 0.90 -0.16 0.91
H 1.00 1.90 0.09
H -0.35 1.68 1.07
H -0.82 1.06 -1.65
H -1.81 0.64 -0.29
H -0.50 -1.23 -1.80
H -1.31 -1.44 -0.20
H 0.90 -2.04 0.15
H 1.89 0.24 1.17
H 0.34 -0.40 1.83

Mulliken population analysis, charges in e, atoms 1 to 4: atom 1 (C): -0.50, atom 2 (C): -0.48, atom 3 (C): -0.58, atom 4 (N): -0.49

=====

Most stable: *c* (next structure +487.1 kJ/mol)

=====

*a*
Entry from the Open Molecules 2025 dataset: 2 unconnected molecules or ions with the total composition C4H9N (ωB97M-V with the def2-TZVPD basis set).

Computed properties:
gap between HOMO and LUMO = 0.113 hartree
HOMO level = -6.7 eV
LUMO level = -3.65 eV

Positions of all 14 atoms, in Å:
N -0.83 2.75 0.26
C -0.95 1.57 -0.55
C 0.87 -1.41 1.28
C 1.00 -1.30 -0.25
C 0.20 -2.12 -0.95
H -0.58 1.70 -1.64
H -1.42 3.54 0.01
H -0.13 0.87 -0.28
H -1.90 0.99 -0.39
H 1.72 -2.06 1.77
H -0.12 -1.94 1.36
H 0.73 -0.45 1.77
H 1.67 -0.52 -0.50
H -0.26 -1.62 -1.88

Mulliken population analysis, charges in e, atoms 1 to 4: atom 1 (N): -0.49, atom 2 (C): -0.33, atom 3 (C): -0.78, atom 4 (C): -0.33

=====

*b*
Entry from the Open Molecules 2025 dataset: a molecular structure, C4H9N (ωB97M-V with the def2-TZVPD basis set).

Computed properties:
gap between HOMO and LUMO = 0.382 hartree
HOMO level = -9.3 eV
LUMO level = 1.13 eV

Positions of all 14 atoms, in Å:
C -0.82 0.24 0.70
C -1.63 1.38 0.12
N -0.79 -0.94 -0.02
H 0.28 -1.36 0.08
H -0.74 -0.75 -1.02
H -1.02 0.06 1.76
H 0.47 0.63 0.71
H -1.29 1.63 -0.88
H -1.58 2.27 0.76
H -2.68 1.08 0.05
C 1.96 -0.93 -0.22
C 2.84 -1.43 -0.89
H 3.55 -1.99 -1.44
H 1.45 0.10 0.29

Mulliken population analysis, charges in e, atoms 1 to 4: atom 1 (C): 0.13, atom 2 (C): -1.23, atom 3 (N): -0.67, atom 4 (H): 0.35

=====

*c*
Entry from the Open Molecules 2025 dataset: a molecular structure, C4H9N (ωB97M-V with the def2-TZVPD basis set).

Computed properties:
gap between HOMO and LUMO = 0.081 hartree
HOMO level = -6.3 eV
LUMO level = -4.09 eV

Positions of all 14 atoms, in Å:
N 0.08 0.48 0.81
C 0.65 -0.71 0.47
C 1.39 -0.41 -0.88
C 1.65 0.97 -0.80
C 0.94 1.47 0.40
H -6.69 -3.54 0.66
H 1.42 -0.94 1.28
H 0.15 -1.67 0.27
H -7.22 -0.23 0.24
H 1.25 -0.99 -1.81
H 2.41 -0.05 -0.40
H 1.94 1.63 -1.61
H 1.77 1.63 1.13
H 0.27 2.37 0.24

Mulliken population analysis, charges in e, atoms 1 to 4: atom 1 (N): -0.71, atom 2 (C): -0.42, atom 3 (C): -0.26, atom 4 (C): -0.44

=====

Most stable: *b* (next structure +499.8 kJ/mol)